Molecular formula: C9H53GaO20PS
Method: DFT, wB97M-V/def2-TZVPD

XYZ file:
```
85
Properties=species:S:1:pos:R:3:forces:R:3:mulliken_charge:R:1
O -3.1651 -3.3094 2.1828 0.3 -0.2 0.0 -0.379
H 3.3168 0.8502 -1.9135 0.0 0.0 0.0 0.341
H -1.3873 -1.3948 1.1919 0.0 0.1 0.0 -0.128
H 2.7133 6.4095 -3.7731 -0.1 -0.1 0.1 0.316
H 4.0799 -4.9792 -3.8963 -0.1 -0.1 0.1 0.346
O -2.6669 -5.9932 3.4183 0.1 0.1 0.0 -0.606
H -5.7027 -5.0967 -3.0156 0.0 0.0 0.1 0.286
H 2.0811 0.5541 3.6040 -0.1 0.1 0.0 0.349
O 3.9655 0.4538 -1.3208 0.1 0.1 0.0 -0.641
O 3.2620 5.8817 -0.4301 0.1 -0.1 0.1 -0.684
O 4.9197 -4.9426 -4.3751 0.0 0.1 0.0 -0.640
H -4.6890 -1.0044 2.2242 0.0 0.0 0.0 0.332
C 1.7420 -0.0477 2.7563 0.0 -0.3 0.0 -0.374
H 2.3447 -4.9374 -1.1787 0.1 0.1 0.1 0.157
O 0.7786 4.4238 0.2411 0.3 0.4 0.0 -0.574
H 0.6253 8.3192 -1.4948 0.0 0.0 0.0 0.268
H -4.5681 -1.3110 -0.3980 -0.1 -0.1 -0.2 0.500
H 0.7721 -0.6509 0.4423 -0.2 0.0 0.0 -0.696
H -0.2307 4.2320 3.7639 -0.1 0.0 -0.2 0.313
H -0.1641 -5.7005 1.8830 -0.2 0.0 0.0 0.265
H 0.4009 6.8989 -0.9543 0.1 -0.1 0.1 0.297
C -3.9092 -2.1581 -0.2093 0.4 0.0 0.3 -0.158
S 1.8685 -5.1557 -2.4049 -0.2 -0.3 -0.3 -0.397
H -2.4906 4.7843 4.8126 0.0 0.0 0.0 0.298
H -2.2326 0.9902 -0.8104 0.0 0.0 0.0 0.290
O -1.9113 3.2989 1.0352 -0.1 0.2 0.0 -0.562
H -4.0874 -2.9714 -0.9146 0.0 0.3 -0.4 -0.195
O 1.0882 7.5418 -1.1690 -0.1 0.1 -0.1 -0.577
Ga -1.9124 -1.6078 -0.3250 0.2 0.1 0.6 -0.504
H 1.3727 4.3571 1.0061 -0.4 -0.2 0.1 0.367
C -0.8853 -3.1159 -1.1850 -0.3 -0.1 -0.1 -0.425
H 3.1005 6.8079 -0.2189 0.0 0.0 -0.2 0.302
H 1.1861 4.7095 3.4600 0.0 -0.1 -0.2 0.280
O -0.1538 -4.7830 1.5959 0.2 0.0 0.2 -0.543
H -2.3580 4.1343 0.8681 0.0 0.0 0.0 0.224
H -0.0111 3.9455 0.5328 -0.1 0.0 0.0 0.208
O -0.2935 0.5994 -1.4615 -0.1 0.2 0.0 -0.488
O 0.2606 4.9788 3.4045 0.1 0.1 0.3 -0.600
C 0.6024 -2.8471 -1.4091 0.0 -0.2 0.0 0.142
C 0.2540 1.2887 -0.3660 0.5 -0.2 -0.2 -0.156
H -2.0655 0.1050 -2.3072 0.0 0.0 0.0 0.359
H -0.7537 -6.1830 -1.5463 0.0 0.0 0.0 0.325
H -5.8503 -4.2367 -1.7549 0.2 0.0 0.1 0.329
O -5.4279 -4.2632 -2.6238 -0.1 0.0 0.0 -0.631
H -2.8395 5.0563 3.3593 0.1 0.0 0.0 0.310
H -2.2177 3.0249 1.9078 0.1 -0.1 0.1 0.259
H -0.4875 1.7977 0.2498 -0.2 -0.2 -0.1 -0.236
H 5.5741 7.9224 -5.6236 0.0 0.0 0.0 0.308
C 0.8912 -1.2046 3.2431 0.0 -0.1 -0.2 -0.845
H 3.2957 5.8365 -2.5016 0.2 0.0 0.3 0.358
H 4.2973 7.3008 -5.0848 0.1 0.0 0.2 0.343
C 1.1732 -3.4957 -2.6767 0.3 0.3 0.2 -0.745
H 4.6298 1.1374 -1.1891 0.0 0.0 0.0 0.292
H 1.4126 -1.7196 4.0530 -0.1 0.0 0.1 0.418
H -1.3699 -3.3396 -2.1447 0.0 0.1 -0.1 0.669
H 5.4167 -4.2550 -3.9223 0.0 0.0 0.0 0.303
H 0.7177 -1.9329 2.4516 -0.1 0.0 0.0 0.047
O 2.4925 3.1693 2.2721 0.3 0.4 0.2 -0.728
H 0.9053 2.0588 -0.7955 -0.1 0.1 0.1 0.414
O 1.0417 0.8198 1.8699 0.4 0.2 0.2 -0.361
H 2.6355 -0.4407 2.2563 0.1 0.1 0.0 0.320
H -1.0311 -4.0010 -0.5636 0.1 -0.1 0.0 -0.153
O 4.6246 8.0648 -5.5771 0.0 -0.1 -0.1 -0.642
H -3.0064 -6.8831 3.5482 -0.1 0.0 -0.1 0.262
H -2.1291 -6.1187 -2.1737 0.0 0.0 0.1 0.324
C 1.1180 0.3815 0.5105 -0.3 -0.1 -0.2 0.637
H 2.4005 5.4815 -0.2513 -0.1 -0.1 -0.2 0.462
O 3.4851 5.9344 -3.4473 -0.2 0.1 -0.3 -0.670
H -3.2804 -4.2302 2.4644 -0.1 -0.1 0.1 0.287
H -1.0402 -4.4491 1.7846 0.0 0.1 -0.1 0.259
H 0.3845 -3.6104 -3.4185 0.1 -0.1 -0.1 0.373
O -1.5577 -6.7046 -1.6665 0.0 0.0 -0.1 -0.665
H 0.8212 -1.7792 -1.4747 -0.1 0.0 -0.1 -0.142
O -2.6527 4.3398 3.9743 -0.1 0.0 0.0 -0.617
H 3.0471 3.2075 1.4859 0.1 -0.1 0.1 0.265
H -2.2826 -5.7299 4.2603 0.0 0.0 0.0 0.300
H 2.1495 0.4176 0.1478 0.1 -0.1 0.3 0.226
H 2.0697 2.2922 2.2550 -0.4 -0.1 -0.4 0.518
H 1.1650 -3.2215 -0.5488 0.0 0.1 0.1 0.273
O -5.3044 -4.1045 1.1145 -0.2 -0.2 0.0 -0.784
H -0.0854 -0.8547 3.5727 0.0 0.0 0.1 0.253
P -4.4327 -2.9221 1.2746 -0.5 -0.3 -0.3 0.906
C -1.6749 0.1728 -1.2865 -0.1 -0.2 -0.2 -0.553
H 1.9578 -2.8712 -3.1031 0.0 0.0 -0.1 0.426
O -5.2067 -1.8172 2.1584 0.1 0.4 0.2 -0.605
```
Positions in Å, forces in eV/Å.

Values from the calculation:
orbital gap	6.43	eV
charge	-1


Molecular formula: C6H7N5O
Method: DFT, wB97M-V/def2-TZVPD

XYZ file:
```
19
Properties=species:S:1:pos:R:3:forces:R:3:mulliken_charge:R:1
C -0.8650 0.6899 1.6032 -0.5 -1.7 2.3 -0.412
H -0.7497 3.1588 2.2732 2.8 0.3 2.0 0.374
C -0.5216 0.2010 0.4247 2.4 -2.9 -2.7 1.317
H 1.6502 -3.2276 -2.2378 -1.0 -0.7 0.7 0.330
N -0.8671 0.2391 -0.9218 0.2 0.6 0.7 -0.581
H -2.4607 3.5726 2.2571 2.4 -2.5 -2.4 0.178
N -0.1656 -0.0041 2.6644 1.6 -0.5 -2.9 -0.248
O -1.8950 1.4732 1.9544 -0.3 -1.6 1.3 -0.365
N 1.3010 -1.5588 -0.0878 -1.0 0.8 1.0 -0.800
H 2.6471 -1.9596 -1.9938 1.2 0.3 -1.5 0.323
C 0.5673 -0.8200 0.6924 -0.3 1.3 3.8 0.331
H 1.3204 -1.9996 -3.2437 -1.1 1.7 -4.8 0.276
C 1.6481 -2.1580 -2.3381 2.5 -1.3 5.1 -0.758
H -0.3356 -0.4467 -2.6805 -0.4 -0.1 -3.1 0.453
C -1.5269 2.7700 1.7500 -5.3 3.5 2.9 -0.914
N 0.7143 -0.8285 2.1410 -1.2 0.6 -0.5 -0.463
N 0.9653 -1.3940 -1.3430 -4.1 2.2 -0.6 0.562
C -0.1353 -0.4771 -1.6893 2.0 -1.8 2.6 -0.004
H -1.2911 2.7694 0.7757 0.3 1.6 -3.9 0.400
```
Positions in Å, forces in eV/Å.

Values from the calculation:
orbital gap	7.97	eV


| no. | E_HOMO (eV) | calculated total energy (Ha) |
| --- | --- | --- |
| 1 | -4.80 | -4543.94302 |
| 2 | -8.78 | -581.65003 |